Run one
# C8H15NO

A cluster of 2 separate species, C8H15NO in total (ωB97M-V/def2-TZVPD, the OMol25 dataset).

The calculation puts the highest occupied orbital energy at -0.258 hartree.

Structure (XYZ):
```
25
C8H15NO (ωB97M-V/def2-TZVPD)
C -0.0693 0.8739 0.8356
C 1.2885 1.1647 1.4619
C -0.8879 0.0921 1.8621
C -0.8176 2.1371 0.4430
C 0.8617 -1.5263 -2.6897
C 0.8186 0.5117 -1.1667
C 0.3454 -0.7076 -1.5287
N -0.7999 -2.3651 -0.2066
C -0.6925 -1.0964 -0.6415
O 1.5681 1.3973 -1.4135
H -0.0130 -2.9897 -0.2874
H -1.5747 -2.6408 0.3748
H -1.5798 -0.5012 -0.4961
H 1.1623 1.6353 2.4471
H 1.8580 0.2425 1.6134
H 1.8907 1.8437 0.8624
H -1.0035 0.6891 2.7768
H -1.9100 -0.1226 1.5363
H -0.4037 -0.8462 2.1446
H -1.0391 2.7506 1.3289
H -1.7756 1.9026 -0.0318
H -0.2381 2.7531 -0.2448
H 0.0495 -1.8798 -3.3319
H 1.4271 -2.4026 -2.3570
H 1.5346 -0.9151 -3.2912
```


Run two
# C8H15NO

A cluster of 2 separate species, C8H15NO in total (ωB97M-V/def2-TZVPD, the OMol25 dataset).

The calculation puts the highest occupied orbital energy at -0.250 hartree.

Structure (XYZ):
```
25
C8H15NO (ωB97M-V/def2-TZVPD)
C 0.2502 1.5547 0.5959
C 0.5295 1.1661 2.0297
C -1.5794 -2.3249 -0.3057
C 1.5558 -1.4495 -0.3117
C 0.5865 0.2186 -1.9349
C -1.4485 0.1610 0.2984
C -0.9426 -0.9620 -0.2492
C 0.3758 -0.6187 -0.7083
N -0.4576 2.7654 0.4630
O -2.2864 0.6758 0.9851
H 1.1502 1.5839 -0.0065
H -1.3957 2.7019 0.8533
H -0.5063 3.1043 -0.4895
H 0.9978 0.1827 2.0868
H 1.2016 1.8979 2.4911
H -0.3884 1.1412 2.6180
H -2.4293 -2.3852 0.3755
H -1.9286 -2.5897 -1.3097
H -0.8558 -3.0901 -0.0063
H 1.9518 -2.0177 -1.1629
H -0.2258 0.9251 -2.0928
H 1.5436 0.7485 -1.9337
H 2.3684 -0.7889 0.0138
H 1.3273 -2.1382 0.5002
H 0.6060 -0.4621 -2.7996
```


Short version: run one, run two, most stable first.


Run one
# C20H28N2O6S

The molecule C20H28N2O6S (ωB97M-V/def2-TZVPD, the OMol25 dataset).

The calculation puts the highest occupied orbital energy at -0.297 hartree. As for the SMILES: CCOC(=O)c1c(NC(=O)CCC(=O)N2CCOCC2)sc2c1CC(C)(C)OC2.

Structure (XYZ):
```
57
C20H28N2O6S (ωB97M-V/def2-TZVPD)
C -3.6179 -4.4169 -0.5128
C -2.2471 -3.8983 -0.9133
O -2.1128 -2.5456 -0.4765
C -0.9676 -2.1877 0.1093
O -0.0281 -2.9496 0.2611
C -0.9528 -0.8020 0.5624
C 0.1806 -0.2801 1.1615
N 1.3734 -0.9337 1.3204
C 2.4657 -0.3010 1.8212
O 2.4041 0.8559 2.1983
C 3.7378 -1.1139 1.7933
C 4.5695 -0.6485 0.5841
C 3.6982 -0.7776 -0.6577
O 3.3064 -1.8793 -1.0027
N 3.3412 0.3345 -1.3399
C 3.6734 1.7205 -1.0939
C 2.3828 2.5332 -0.9192
O 1.5210 2.3907 -2.0253
C 1.1926 1.0374 -2.2418
C 2.4491 0.1979 -2.4790
S -0.0127 1.3523 1.6810
C -1.6444 1.3483 1.0746
C -2.0031 0.1693 0.5068
C -3.3657 0.0024 -0.0842
C -3.9859 1.3836 -0.3770
C -5.4924 1.2464 -0.5985
C -3.3274 2.0002 -1.6176
O -3.8571 2.2308 0.7642
C -2.5369 2.5412 1.1384
H -4.3960 -3.7938 -0.9460
H -3.7245 -4.4044 0.5689
H -3.7392 -5.4360 -0.8686
H -1.4464 -4.4955 -0.4654
H -2.1296 -3.9089 -2.0025
H 1.3829 -1.8878 0.9474
H 3.5067 -2.1735 1.6899
H 4.2988 -0.9422 2.7122
H 4.9374 0.3585 0.7570
H 5.4206 -1.3198 0.4594
H 4.2822 1.8426 -0.2023
H 4.2273 2.1021 -1.9615
H 2.6140 3.5970 -0.8498
H 1.8796 2.2127 0.0034
H 0.5456 1.0164 -3.1203
H 0.6428 0.6373 -1.3765
H 2.1979 -0.8574 -2.5894
H 2.9623 0.5536 -3.3795
H -3.3136 -0.5833 -1.0009
H -3.9985 -0.5391 0.6241
H -5.6947 0.5257 -1.3856
H -5.9672 0.9175 0.3215
H -5.9139 2.2085 -0.8753
H -2.2428 1.9716 -1.5445
H -3.6459 3.0343 -1.7274
H -3.6278 1.4473 -2.5034
H -2.6039 2.9243 2.1618
H -2.1284 3.3473 0.5051
```


Run two
# C20H28N2O6S

A structure of composition C20H28N2O6S (ωB97M-V/def2-TZVPD, the OMol25 dataset).

The calculation puts the highest occupied orbital energy at -0.241 hartree.

Structure (XYZ):
```
57
C20H28N2O6S (ωB97M-V/def2-TZVPD)
O -1.1450 1.2271 2.0303
C -1.9225 1.2483 0.9357
N -2.4670 0.1120 0.3237
H -2.8619 0.3144 -0.5403
C -1.9563 -1.2206 0.5473
H -1.3660 -1.0897 1.6802
C -1.2246 -1.8163 -0.2803
C -2.4487 -2.7626 -1.1917
H -2.0876 -3.5762 -1.7804
C -3.4277 -3.0777 -0.0793
H -4.4834 -3.4324 -0.2306
H -2.9785 -4.1811 0.4711
C -3.2962 -1.9266 0.7964
H -3.5461 -2.3430 2.0755
H -4.1772 -1.3577 0.7212
H -2.9116 -1.8185 -1.6766
H -0.6788 -1.1905 -1.0445
H -0.6516 -2.6797 0.1193
C -2.4077 2.4721 0.4237
H -3.3814 2.5853 0.4428
H -1.9364 3.2685 1.1187
O -1.6396 2.9620 -0.5692
C -2.1933 2.3884 -1.8108
O -2.9909 1.6573 -1.8062
C -1.4898 2.7497 -3.1636
H -2.2834 3.3111 -3.8757
H -0.8252 4.0450 -2.9009
C -0.5880 1.9100 -3.6922
C 0.5620 1.5217 -2.6748
C 1.1925 2.3282 -1.8793
C 2.0355 1.5816 -0.9497
C 2.3332 0.2291 -1.0384
C 1.5393 -0.5046 -1.8104
C 0.7828 0.1162 -2.8081
H 0.2105 -0.5414 -3.4317
H 1.6203 -1.6534 -1.6721
S 3.4174 -0.5053 0.1115
O 4.6370 0.4556 0.2782
O 3.3593 -1.8318 0.1586
N 2.7254 0.1405 1.8334
C 1.5235 -0.4286 2.0957
H 1.1101 -0.8775 1.4481
C 2.1342 -1.7698 2.9821
H 1.2898 -2.2021 3.3541
O 2.9189 -1.4832 4.0514
C 3.8971 -0.6196 3.4157
H 4.5483 -0.2878 4.3444
C 3.5559 0.6969 2.5967
H 4.4211 0.8846 2.2526
H 3.1352 1.2294 3.4924
H 4.5538 -1.4157 2.8865
H 2.5545 -2.5622 2.2876
H 0.7258 -0.0274 2.5141
H 2.6235 2.4353 -0.3045
H 1.0016 3.4703 -1.9302
H -0.0442 2.6404 -4.3739
H -0.9979 1.2021 -4.2737
```


Short version: run one, run two, most stable first.


Run one
# C2H5NS2

A cluster of 2 separate species, C2H5NS2 in total (ωB97M-V/def2-TZVPD, the OMol25 dataset).

The calculation puts the highest occupied orbital energy (alpha / beta) at -0.327 / -0.327 hartree. As for the SMILES: S=CS.C=N.

Structure (XYZ):
```
10
C2H5NS2 (ωB97M-V/def2-TZVPD)
S -1.7298 -1.2697 0.2951
C -2.4137 0.1872 -0.2226
S -1.8142 1.7402 0.0220
H -3.4754 0.1948 -0.6625
H -0.9045 1.1983 0.7917
C 2.2463 -0.4829 -0.4241
N 1.9377 0.1497 0.6051
H 2.4100 0.1720 -1.1630
H 2.1053 -1.6143 -0.6970
H 1.6385 -0.2754 1.4553
```


Run two
# C2H5NS2

The molecule C2H5NS2 (ωB97M-V/def2-TZVPD, the OMol25 dataset).

The calculation puts the highest occupied orbital energy at -0.313 hartree. As for the SMILES: CS/C=N\S.

Structure (XYZ):
```
10
C2H5NS2 (ωB97M-V/def2-TZVPD)
C -0.7888 -0.0990 -1.4146
S -0.5672 1.4660 -0.4044
C 0.2821 1.1090 1.0631
N 0.8577 0.0922 1.5596
S 1.2867 -1.3313 0.6086
H -1.2876 0.3061 -2.2996
H 0.2299 -0.5675 -1.7191
H -1.4331 -0.8557 -0.8566
H 0.2076 1.9452 1.7933
H 1.2126 -2.0651 1.6697
```


Short version: run two, run one, most stable first.